Entry 1:
DFT (the ωB97M-V functional and the def2-TZVPD basis) results for an isolated molecule of C3H7NO2.

Calculated values
Spin multiplicity: 1
Charge: 0
E, eV: -8807.80444
ΔE to the lowest compared entry with this formula, charge and spin, eV: 2.7244
Frontier orbital gap, eV: 10.54
SMILES: CC(=O)NCO
Highest occupied orbital energy, eV: -9.82

Cartesian coordinates (Å):
C 0.05 -1.51 0.62
C 1.07 -0.45 0.08
O 2.16 -0.14 0.61
N 0.52 0.40 -0.82
C -0.84 0.91 -0.71
O -0.98 1.51 0.69
H 0.61 -2.46 0.53
H -0.67 -1.82 -0.05
H -0.52 -1.24 1.53
H 1.24 0.89 -1.12
H -1.64 0.07 -0.80
H -0.72 1.60 -1.47
H -0.26 2.23 0.89

***

Entry 2:
DFT (the ωB97M-V functional and the def2-TZVPD basis) results for an isolated molecule of C11H16N2.

Calculated values
Spin multiplicity: 1
Charge: 0
E, eV: -14643.33000
ΔE to the lowest compared entry with this formula, charge and spin, eV: 3.7251
Frontier orbital gap, eV: 9.14
SMILES: Cc1cncc([C@@H]2CCCN2C)c1
Highest occupied orbital energy, eV: -8.33

Cartesian coordinates (Å):
C -2.32 -1.28 -3.39
C -1.21 -0.92 -2.45
C 0.12 -0.92 -3.00
N 1.20 -0.59 -2.27
C 1.03 0.03 -1.10
C -0.26 0.10 -0.52
C -0.22 0.24 0.94
C -0.53 1.66 1.25
C 0.80 2.22 1.68
C 1.30 1.07 2.55
N 1.09 0.08 1.57
C 1.47 -1.35 2.04
C -1.40 -0.36 -1.22
H -2.06 -2.33 -3.65
H -2.49 -0.54 -4.19
H -3.38 -1.19 -3.00
H 0.23 -1.49 -3.93
H 1.89 -0.15 -0.38
H -0.82 -0.49 1.50
H -0.93 2.40 0.51
H -1.21 1.72 2.16
H 0.62 3.21 2.16
H 1.52 2.27 0.92
H 0.86 0.82 3.57
H 2.44 1.48 2.71
H 0.65 -1.87 2.68
H 1.49 -2.14 1.11
H 2.49 -1.54 2.42
H -2.39 -0.14 -0.68

***

Entry 3:
DFT (the ωB97M-V functional and the def2-TZVPD basis) results for an isolated molecule of C19H28N8O2.

Calculated values
Spin multiplicity: 1
Charge: 0
E, eV: -36173.79276
ΔE to the lowest compared entry with this formula, charge and spin, eV: 0.5467
Frontier orbital gap, eV: 9.70
SMILES: Cc1cncc(C(=O)N[C@@H](C)CCNC(=O)[C@@H]2CCCN2Cc2nnn(C)n2)c1
Highest occupied orbital energy, eV: -9.12

Cartesian coordinates (Å):
C 3.48 -3.23 -0.97
C 2.85 -3.27 0.39
C 3.01 -4.36 1.24
N 2.46 -4.45 2.45
C 1.71 -3.44 2.87
C 1.49 -2.30 2.11
C 0.56 -1.25 2.64
O -0.44 -1.54 3.26
N 0.89 0.04 2.31
C 0.02 1.17 2.67
C 0.24 1.58 4.12
C 0.24 2.34 1.70
C -0.34 2.16 0.30
N 0.34 1.06 -0.37
C 0.25 0.58 -1.64
O 0.79 -0.48 -1.93
C -0.46 1.39 -2.71
C 0.32 2.67 -3.09
C -0.76 3.76 -3.24
C -2.06 2.96 -3.27
N -1.79 1.87 -2.34
C -2.82 0.85 -2.36
C -2.71 -0.07 -1.18
N -3.03 0.30 0.08
N -2.73 -0.71 0.84
N -2.27 -1.65 0.04
C -1.82 -2.94 0.53
N -2.24 -1.30 -1.23
C 2.07 -2.22 0.85
H 4.45 -2.74 -0.94
H 3.63 -4.24 -1.37
H 2.85 -2.67 -1.67
H 3.60 -5.21 0.92
H 1.25 -3.53 3.85
H 1.85 0.23 2.10
H -1.00 0.79 2.56
H -0.47 2.35 4.41
H 0.11 0.73 4.78
H 1.25 1.98 4.25
H -0.23 3.22 2.14
H 1.32 2.56 1.64
H -1.41 1.99 0.36
H -0.19 3.08 -0.27
H 0.73 0.37 0.25
H -0.51 0.72 -3.58
H 1.05 2.93 -2.32
H 0.87 2.51 -4.01
H -0.76 4.42 -2.38
H -0.63 4.37 -4.13
H -2.93 3.53 -2.94
H -2.26 2.58 -4.28
H -3.79 1.35 -2.31
H -2.79 0.24 -3.28
H -0.83 -3.14 0.14
H -1.79 -2.88 1.62
H -2.51 -3.71 0.20
H 1.88 -1.38 0.19

***

Entry 4:
DFT (the ωB97M-V functional and the def2-TZVPD basis) results for a cluster of 2 separate species, C4H9NO in total.

Calculated values
Spin multiplicity: 1
Charge: 0
E, eV: -7830.13939
ΔE to the lowest compared entry with this formula, charge and spin, eV: 2.1806
Frontier orbital gap, eV: 8.60
SMILES: C=CC(=C)N.O
Highest occupied orbital energy, eV: -7.81

Cartesian coordinates (Å):
C 2.66 0.31 -0.24
C 1.53 0.38 0.45
C 0.17 0.64 -0.08
C -0.80 1.15 0.69
N -0.02 0.29 -1.42
H 3.60 -0.06 0.16
H 2.80 0.57 -1.28
H 1.47 0.12 1.50
H -0.63 1.30 1.73
H -1.70 1.56 0.24
H -0.97 0.11 -1.69
H 0.67 -0.29 -1.88
O -2.67 -1.92 0.60
H -2.22 -2.56 0.05
H -3.08 -2.41 1.30

***

Entry 5:
DFT (the ωB97M-V functional and the def2-TZVPD basis) results for a structure of composition C20H19N5O2Re.

Calculated values
Spin multiplicity: 4
Charge: +4
E, eV: -34675.16741
ΔE to the lowest compared entry with this formula, charge and spin, eV: 0.5407
Frontier orbital gap (spin up / spin down), eV: 7.56 / 4.68
Expectation value of S²: 3.792
Highest occupied orbital energy (spin up / spin down), eV: -21.30 / -21.22

Cartesian coordinates (Å):
N -1.18 -1.22 1.40
C -2.03 -1.64 2.09
C -2.93 -2.24 3.04
H -2.58 -2.06 4.07
H -3.00 -3.33 2.87
H -3.93 -1.81 2.92
N 0.16 -1.01 -2.21
C 0.00 -1.16 -3.36
C -0.06 -1.56 -4.77
H -0.28 -2.64 -4.86
H 0.91 -1.35 -5.27
H -0.85 -0.99 -5.29
N 1.93 0.79 0.71
C 2.82 1.49 1.01
C 3.96 2.21 1.51
H 4.10 3.13 0.92
H 4.88 1.60 1.42
H 3.81 2.48 2.56
Re -0.09 -0.03 -0.50
C 0.41 1.52 -1.52
O 0.61 2.50 -2.11
C -1.94 0.00 -1.00
O -3.07 0.13 -1.30
C 0.76 -3.63 0.57
C 1.44 -2.99 1.62
C 2.61 -2.24 1.36
C 3.09 -2.13 0.04
C 2.41 -2.76 -1.02
C 1.24 -3.51 -0.76
H -0.13 -4.23 0.77
H 1.08 -3.10 2.65
H 3.15 -1.77 2.19
H 4.01 -1.56 -0.16
H 2.80 -2.70 -2.04
H 0.73 -4.03 -1.57
N -3.99 6.03 -0.47
C -3.34 5.04 -0.40
C -2.54 3.93 -0.02
C -1.14 4.04 -0.01
C -0.42 2.99 0.50
N -0.97 1.78 0.82
C -2.33 1.76 0.93
C -3.14 2.75 0.44
H -0.63 4.97 -0.32
H 0.69 3.06 0.65
H -2.75 0.84 1.41
H -4.24 2.64 0.49

***

Entry 6:
DFT (the ωB97M-V functional and the def2-TZVPD basis) results for a structure of composition C38H34N3O4P2V.

Calculated values
Spin multiplicity: 2
Charge: +1
E, eV: -96880.93897
ΔE to the lowest compared entry with this formula, charge and spin, eV: 1.9696
Frontier orbital gap (spin up / spin down), eV: 6.85 / 7.56
Expectation value of S²: 0.776
Highest occupied orbital energy (spin up / spin down), eV: -10.82 / -10.86

Cartesian coordinates (Å):
V -0.05 0.32 1.88
C -3.59 0.26 3.48
C -2.12 0.55 3.57
O -1.52 0.94 2.51
C -1.44 0.50 4.77
C -0.07 0.79 4.83
C 0.59 1.14 6.13
N 0.64 0.81 3.72
N 1.91 1.14 3.74
C 2.38 1.19 2.52
O 1.53 0.94 1.58
C 3.79 1.46 2.26
C 4.72 1.28 3.27
C 6.06 1.50 3.02
C 6.48 1.91 1.76
C 5.55 2.09 0.75
C 4.21 1.86 0.99
H -4.11 1.12 3.07
H -3.99 0.00 4.45
H -3.73 -0.57 2.79
H -1.98 0.37 5.69
H -0.14 1.20 6.93
H 1.13 2.08 6.04
H 1.33 0.37 6.38
H 4.39 0.95 4.24
H 6.79 1.34 3.79
H 7.53 2.07 1.56
H 5.88 2.40 -0.24
H 3.48 1.99 0.20
O -1.92 -0.82 0.72
P -2.29 -0.67 -0.70
C -1.24 -1.70 -1.81
P 0.47 -1.08 -1.53
O 0.60 -0.54 -0.16
C 0.85 0.23 -2.73
C 1.53 1.33 -2.21
C 1.96 2.35 -3.04
C 1.69 2.27 -4.40
C 1.01 1.19 -4.92
C 0.59 0.16 -4.09
C 1.57 -2.50 -1.77
C 1.56 -3.24 -2.95
C 2.39 -4.34 -3.07
C 3.21 -4.70 -2.02
C 3.22 -3.96 -0.84
C 2.40 -2.86 -0.72
C -2.10 1.02 -1.35
C -2.51 1.31 -2.65
C -2.40 2.60 -3.14
C -1.89 3.61 -2.34
C -1.45 3.32 -1.06
C -1.56 2.03 -0.57
C -3.98 -1.26 -0.92
C -5.06 -0.44 -1.23
C -6.34 -0.97 -1.23
C -6.54 -2.31 -0.93
C -5.47 -3.12 -0.60
C -4.19 -2.60 -0.59
H -1.58 -1.65 -2.85
H -1.30 -2.74 -1.47
H 1.73 1.35 -1.14
H 2.50 3.19 -2.64
H 2.03 3.06 -5.06
H 0.81 1.13 -5.98
H 0.07 -0.69 -4.50
H 0.90 -2.95 -3.76
H 2.38 -4.92 -3.98
H 3.85 -5.57 -2.11
H 3.87 -4.25 -0.03
H 2.38 -2.27 0.19
H -2.93 0.53 -3.27
H -2.74 2.83 -4.14
H -1.84 4.62 -2.72
H -1.05 4.11 -0.44
H -1.22 1.82 0.45
H -4.89 0.60 -1.45
H -7.18 -0.33 -1.46
H -7.54 -2.72 -0.94
H -5.63 -4.16 -0.35
H -3.35 -3.22 -0.31
N 0.59 -2.60 2.67
C 0.39 -1.50 2.43